<a>
The following is a DFT calculation (wB97M-V/def2-TZVPD) of 2 unconnected molecules or ions with the total composition CH3NOS2.

Each line ends with the natural charge from an NBO analysis.
Geometry (Å):
C: 2.438 -1.545 0.386  0.069
N: 3.428 -2.058 0.399  -0.290
H: 1.407 -1.452 0.333  0.216
O: -1.629 2.724 -0.468  -0.809
S: -0.918 1.141 -0.580  0.348
S: -1.632 -0.823 -0.013  -0.143
H: -2.073 2.895 -1.266  0.478
H: -1.019 -0.881 1.209  0.133

E_LUMO = -1.19 eV
charge = 0
SMILES string = C#N.OSS
Kohn-Sham gap = 8.793 eV
E_HOMO = -0.3668 Ha

=====

<b>
The following is a DFT calculation (wB97M-V/def2-TZVPD) of a molecular structure, CH3NOS2.

Each line ends with the natural charge from an NBO analysis.
Geometry (Å):
C: -1.878 0.150 0.165  -0.004
N: -0.775 0.812 0.572  -0.840
O: 0.149 -1.725 -0.405  -0.877
S: -3.269 0.706 -0.329  0.008
S: -1.198 -2.059 0.418  0.367
H: -0.604 1.877 0.619  0.425
H: 0.058 0.136 0.568  0.428
H: -0.054 -1.664 -1.409  0.494

E_LUMO = -0.36 eV
charge = 0
Kohn-Sham gap = 8.073 eV
E_HOMO = -0.3098 Ha

=====

Energy ordering: <b> at the bottom, the next structure 0.0046 hartree above.

=====

<a>
The following is a DFT calculation (wB97M-V/def2-TZVPD) of a single CH3NOS2 molecule.

Each line ends with the natural charge from an NBO analysis.
Geometry (Å):
C: -0.499 1.720 -0.141  -0.619
N: 1.562 -1.577 0.177  -0.170
O: 0.379 -1.676 0.763  -0.486
S: -1.776 0.844 0.444  0.303
S: -1.132 -1.128 0.038  0.270
H: -0.280 2.797 0.000  0.232
H: 0.193 1.104 -0.584  0.201
H: 1.554 -2.083 -0.696  0.269

E_LUMO (spin up / spin down) = -1.20 / -0.83 eV
charge = 0
Kohn-Sham gap (spin up / spin down) = 6.704 / 8.755 eV
E_HOMO (spin up / spin down) = -0.2904 / -0.3521 Ha

=====

<b>
The following is a DFT calculation (wB97M-V/def2-TZVPD) of a molecular structure, CH3NOS2.

Each line ends with the natural charge from an NBO analysis.
Geometry (Å):
C: -1.413 0.566 0.215  -0.069
N: -0.330 0.060 -0.273  -0.666
O: 2.338 -0.526 0.607  -0.796
S: -2.803 -0.272 -0.062  -0.207
S: 1.835 0.646 -0.386  0.650
H: -1.533 1.542 0.578  0.205
H: -0.657 -0.734 -0.798  0.392
H: 2.562 -1.282 0.119  0.490

E_LUMO = -1.78 eV
charge = 0
Kohn-Sham gap = 6.503 eV
E_HOMO = -0.3045 Ha

=====

Energy ordering: <b> at the bottom, the next structure 0.0960 hartree above.